Record 1
The molecule C17H30N4O2, computed with the ωB97M-V functional and the def2-TZVPD basis.

Results
Spin multiplicity: 1
SMILES string: CO[C@H](CNC(=O)N(C)Cc1cn2c(n1)CCCC2)C(C)(C)C
DFT total energy: -28172.4259 eV
HOMO-LUMO gap: 9.2 eV
ΔE to the lowest compared entry with this formula, charge and spin: 79.8 kJ/mol
HOMO: -8.589 eV
E_LUMO: 0.64 eV

Cartesian coordinates (Å):
C -0.337 1.464 2.943
O -0.665 0.219 3.518
C 0.429 -0.701 3.575
C 0.087 -1.873 2.660
N -0.114 -1.443 1.290
C 0.971 -1.114 0.520
O 2.111 -1.293 0.937
N 0.697 -0.597 -0.722
C 1.811 -0.165 -1.548
C -0.680 -0.319 -1.126
C -0.792 0.238 -2.504
C -1.036 1.528 -2.873
N -1.031 1.531 -4.247
C -0.802 0.251 -4.645
N -0.652 -0.555 -3.621
C -0.720 -0.112 -6.091
C -1.371 0.959 -6.966
C -0.890 2.345 -6.543
C -1.338 2.654 -5.122
C 0.715 -1.085 5.038
C 1.054 0.195 5.808
C 1.919 -2.028 5.093
C -0.504 -1.748 5.681
H -1.247 2.064 2.936
H 0.428 1.989 3.525
H 0.028 1.351 1.916
H 1.327 -0.221 3.171
H 0.880 -2.618 2.682
H -0.840 -2.337 2.997
H -1.045 -1.224 0.996
H 2.720 -0.482 -1.048
H 1.756 -0.619 -2.537
H 1.828 0.922 -1.663
H -1.262 -1.246 -1.101
H -1.143 0.392 -0.431
H -1.201 2.424 -2.299
H 0.333 -0.221 -6.367
H -1.184 -1.088 -6.232
H -1.137 0.778 -8.015
H -2.460 0.908 -6.866
H 0.201 2.387 -6.601
H -1.281 3.116 -7.208
H -2.415 2.840 -5.099
H -0.836 3.542 -4.736
H 0.217 0.893 5.794
H 1.284 -0.042 6.849
H 1.927 0.690 5.376
H 1.694 -3.007 4.669
H 2.771 -1.613 4.550
H 2.221 -2.180 6.132
H -0.727 -2.715 5.226
H -0.316 -1.922 6.743
H -1.385 -1.111 5.589

Atomic partial charges in e from the Löwdin method, atoms 1 to 4: number 1, C, carries -0.096; number 2, O, carries -0.162; number 3, C, carries -0.313; number 4, C, carries -0.114



Record 2
The molecule C4H7F2NO, computed with the ωB97M-V functional and the def2-TZVPD basis.

Results
Spin multiplicity: 1
SMILES string: CC(F)(F)[C@@H](N)C=O
DFT total energy: -13232.5154 eV
HOMO-LUMO gap: 10.2 eV
ΔE to the lowest compared entry with this formula, charge and spin: 166.9 kJ/mol
HOMO: -9.385 eV
E_LUMO: 0.82 eV

Cartesian coordinates (Å):
C -0.908 -1.438 -0.368
C 0.510 -0.962 -0.064
F 1.013 -1.564 1.004
F 1.328 -1.357 -1.093
C 0.628 0.501 0.213
N 0.619 1.294 -1.022
C -0.760 1.188 1.213
O -1.025 0.829 2.285
H -1.472 -1.007 0.433
H -1.214 -1.088 -1.393
H -0.983 -2.564 -0.333
H 1.386 0.782 0.988
H 0.666 2.234 -0.770
H 1.372 1.057 -1.564
H -1.162 2.098 0.470

Atomic partial charges in e from the Löwdin method, atoms 1 to 4: number 1, C, carries 0.028; number 2, C, carries -0.627; number 3, F, carries 0.102; number 4, F, carries 0.062



Record 3
C45H60AsCrN3OPS as an isolated structure, computed with the ωB97M-V functional and the def2-TZVPD basis.

Results
Spin multiplicity: 5
<S²>: 6.05
DFT total energy: -163537.7938 eV
Net charge: +1
HOMO-LUMO gap (alpha / beta): 7.8 / 7.8 eV
ΔE to the lowest compared entry with this formula, charge and spin: 0.0 kJ/mol
HOMO (alpha / beta): -9.304 / -9.355 eV
E_LUMO (alpha / beta): -1.47 / -1.52 eV

Cartesian coordinates (Å):
Cr -0.854 -0.185 0.227
C 0.150 -0.363 4.785
N -1.051 -1.102 4.428
C -1.763 -1.751 5.523
C -1.516 -1.114 3.180
C -2.798 -1.855 2.916
O -0.907 -0.519 2.265
H 0.846 -1.027 5.295
H -0.109 0.467 5.444
H 0.624 0.019 3.886
H -1.127 -1.717 6.403
H -1.974 -2.795 5.296
H -2.698 -1.238 5.756
H -3.592 -1.509 3.579
H -2.665 -2.922 3.088
H -3.093 -1.700 1.884
C -0.990 -2.315 -0.020
C -0.814 -2.917 -1.364
C -1.897 -3.161 -2.214
C -1.714 -3.662 -3.492
C -0.437 -3.937 -3.965
C 0.651 -3.706 -3.136
C 0.460 -3.207 -1.856
H -0.224 -2.702 0.667
H -1.964 -2.609 0.388
H -2.900 -2.947 -1.865
H -2.574 -3.841 -4.124
H -0.297 -4.339 -4.960
H 1.655 -3.933 -3.477
H 1.321 -3.040 -1.220
N 1.343 -0.302 -2.750
C 0.090 -0.196 -3.212
S -1.193 0.156 -2.177
N -0.065 -0.377 -4.534
C -1.248 -0.394 -5.325
C -1.294 -1.325 -6.354
C -2.398 -1.384 -7.186
C -3.462 -0.516 -6.989
C -3.400 0.423 -5.972
C -2.292 0.500 -5.142
H 1.460 -0.321 -1.750
H 2.061 -0.763 -3.289
H 0.751 -0.719 -5.024
H -0.472 -2.016 -6.490
H -2.428 -2.115 -7.982
H -4.329 -0.565 -7.633
H -4.215 1.118 -5.827
H -2.242 1.253 -4.372
C -2.741 2.257 3.339
C -1.747 2.869 2.359
C -0.316 2.744 2.890
P -1.815 2.234 0.607
C -3.623 2.143 0.205
C -4.215 0.826 0.702
C -3.915 2.258 -1.293
C -1.165 3.770 -0.230
C -0.596 3.553 -1.631
C -2.118 4.970 -0.218
H -2.613 2.729 4.315
H -2.579 1.187 3.470
H -3.776 2.414 3.037
H -1.985 3.935 2.284
H 0.024 1.708 2.850
H -0.273 3.079 3.928
H 0.394 3.349 2.328
H -4.097 2.982 0.728
H -3.670 -0.024 0.274
H -5.249 0.739 0.365
H -4.204 0.724 1.784
H -3.504 1.409 -1.841
H -3.526 3.166 -1.743
H -4.996 2.251 -1.442
H -0.323 4.021 0.428
H -1.362 3.225 -2.333
H 0.196 2.807 -1.645
H -0.185 4.494 -2.003
H -2.838 4.918 -1.032
H -1.545 5.887 -0.360
H -2.675 5.079 0.711
C 5.329 -2.742 -2.079
C 5.177 -1.367 -2.162
C 4.323 -0.704 -1.289
C 3.608 -1.410 -0.325
C 3.769 -2.791 -0.250
C 4.626 -3.452 -1.117
As 2.279 -0.520 0.809
C 3.055 1.261 0.797
C 4.405 1.522 1.033
C 4.891 2.816 0.957
C 4.037 3.864 0.631
C 2.699 3.614 0.383
C 2.213 2.315 0.470
C 2.760 -1.216 2.559
C 2.303 -2.496 2.873
C 2.584 -3.061 4.108
C 3.301 -2.339 5.053
C 3.720 -1.050 4.761
C 3.447 -0.486 3.521
H 5.999 -3.257 -2.754
H 5.736 -0.801 -2.896
H 4.235 0.375 -1.359
H 3.230 -3.371 0.489
H 4.742 -4.525 -1.039
H 5.082 0.707 1.265
H 5.938 3.009 1.144
H 4.422 4.872 0.565
H 2.033 4.425 0.116
H 1.160 2.122 0.275
H 1.710 -3.058 2.159
H 2.240 -4.061 4.332
H 3.526 -2.779 6.015
H 4.266 -0.477 5.499
H 3.776 0.525 3.316

Atomic partial charges in e from the Löwdin method, atoms 1 to 4: number 1, Cr, carries 0.276; number 2, C, carries -0.013; number 3, N, carries -0.112; number 4, C, carries -0.021



Record 4
A 10-piece molecular cluster, C44H114N6O16 overall, computed with the ωB97M-V functional and the def2-TZVPD basis.

Results
Spin multiplicity: 1
SMILES string: COCCNCCOC.COCCNCCOC.COCCNCCOC.COCCNCCOC.COCCNCCOC.COCCNCCOC.CCO.CCO.CCO.CCO
DFT total energy: -89164.7030 eV
HOMO-LUMO gap: 8.8 eV
ΔE to the lowest compared entry with this formula, charge and spin: 235.1 kJ/mol
HOMO: -8.622 eV
E_LUMO: 0.20 eV

Cartesian coordinates (Å):
C 37.603 -15.501 -11.216
O 38.889 -15.539 -11.702
C 39.057 -14.965 -13.050
C 40.494 -14.793 -13.521
N 41.060 -13.746 -12.723
C 42.508 -13.693 -12.819
C 43.012 -12.508 -11.929
O 42.627 -12.660 -10.564
C 43.080 -11.602 -9.706
H 37.639 -16.060 -10.281
H 36.935 -16.040 -11.889
H 37.165 -14.508 -11.111
H 38.530 -14.012 -13.092
H 38.506 -15.593 -13.750
H 40.594 -14.567 -14.582
H 41.011 -15.732 -13.324
H 40.759 -13.808 -11.761
H 42.821 -13.527 -13.850
H 43.043 -14.538 -12.384
H 42.684 -11.535 -12.292
H 44.101 -12.478 -11.964
H 42.682 -11.883 -8.731
H 42.697 -10.605 -9.925
H 44.169 -11.574 -9.665
C 31.386 -15.249 -17.320
O 32.295 -14.223 -17.018
C 31.821 -13.224 -16.113
C 32.711 -12.018 -16.136
N 32.695 -11.407 -17.447
C 33.750 -10.391 -17.579
C 33.826 -9.795 -18.979
O 34.073 -10.830 -19.951
C 34.066 -10.412 -21.309
H 31.663 -15.691 -18.278
H 30.399 -14.807 -17.460
H 31.256 -16.059 -16.602
H 31.665 -13.644 -15.119
H 30.852 -12.861 -16.456
H 33.737 -12.308 -15.908
H 32.363 -11.287 -15.407
H 32.922 -12.188 -18.046
H 34.701 -10.825 -17.271
H 33.519 -9.587 -16.881
H 34.768 -9.254 -19.067
H 32.962 -9.159 -19.167
H 34.281 -11.217 -22.012
H 34.902 -9.750 -21.533
H 33.169 -9.855 -21.583
C 38.488 -12.980 -4.223
O 38.233 -12.258 -3.028
C 38.137 -10.838 -3.272
C 38.093 -10.061 -1.909
N 36.768 -10.322 -1.304
C 36.532 -9.550 -0.084
C 37.400 -9.988 1.062
O 37.159 -11.357 1.421
C 38.124 -11.758 2.379
H 39.272 -12.466 -4.779
H 37.696 -12.916 -4.969
H 38.821 -13.986 -3.966
H 37.248 -10.597 -3.853
H 39.014 -10.463 -3.800
H 38.218 -8.992 -2.078
H 38.915 -10.419 -1.289
H 36.861 -11.270 -0.968
H 35.469 -9.604 0.150
H 36.627 -8.480 -0.269
H 37.072 -9.344 1.878
H 38.448 -9.791 0.840
H 39.137 -11.702 1.981
H 37.872 -12.769 2.700
H 38.010 -11.122 3.257
C 37.869 -6.802 -14.599
O 38.025 -8.205 -14.844
C 38.476 -9.035 -13.754
C 37.522 -9.140 -12.553
N 37.609 -8.045 -11.652
C 36.991 -8.353 -10.320
C 35.520 -8.752 -10.296
O 35.477 -10.161 -10.049
C 34.138 -10.665 -10.111
H 36.894 -6.604 -14.155
H 37.956 -6.283 -15.553
H 38.674 -6.470 -13.944
H 39.496 -8.775 -13.471
H 38.645 -10.035 -14.153
H 37.806 -10.006 -11.955
H 36.492 -9.229 -12.895
H 38.572 -7.748 -11.585
H 37.146 -7.439 -9.747
H 37.562 -9.207 -9.957
H 35.007 -8.465 -11.213
H 35.096 -8.288 -9.405
H 33.831 -10.699 -11.156
H 33.387 -10.114 -9.546
H 34.143 -11.689 -9.737
C 41.446 -4.010 -11.858
O 40.048 -3.889 -11.582
C 39.610 -2.577 -11.430
C 38.115 -2.427 -10.896
N 37.181 -3.121 -11.785
C 35.800 -3.123 -11.302
C 34.873 -3.814 -12.280
O 33.612 -4.134 -11.816
C 32.743 -3.117 -11.442
H 41.662 -5.075 -11.944
H 42.061 -3.643 -11.036
H 41.786 -3.573 -12.796
H 39.626 -1.986 -12.346
H 40.246 -2.081 -10.697
H 37.927 -1.363 -10.753
H 38.129 -2.885 -9.908
H 37.499 -4.079 -11.819
H 35.396 -2.118 -11.179
H 35.885 -3.645 -10.349
H 35.348 -4.775 -12.477
H 34.852 -3.357 -13.270
H 31.869 -3.602 -11.007
H 32.433 -2.565 -12.329
H 33.147 -2.442 -10.688
C 27.663 -12.051 -6.720
O 27.882 -11.347 -5.497
C 28.580 -12.115 -4.527
C 28.756 -11.237 -3.273
N 29.203 -9.872 -3.578
C 30.597 -9.796 -4.116
C 31.060 -8.361 -4.370
O 30.312 -7.726 -5.399
C 30.694 -6.353 -5.523
H 27.119 -11.454 -7.452
H 27.164 -12.987 -6.469
H 28.598 -12.382 -7.171
H 29.498 -12.511 -4.963
H 28.068 -13.038 -4.253
H 29.341 -11.774 -2.526
H 27.755 -11.117 -2.858
H 28.711 -9.727 -4.448
H 30.621 -10.282 -5.091
H 31.229 -10.334 -3.410
H 32.127 -8.349 -4.592
H 30.974 -7.875 -3.398
H 29.956 -5.807 -6.111
H 31.599 -6.238 -6.118
H 30.783 -5.835 -4.568
C 44.305 -7.189 -18.307
C 44.421 -8.530 -17.733
O 45.407 -9.232 -18.483
H 44.072 -7.161 -19.372
H 45.279 -6.727 -18.143
H 43.549 -6.654 -17.733
H 43.464 -9.048 -17.801
H 44.682 -8.375 -16.686
H 45.826 -9.888 -17.921
C 39.727 -5.365 -22.318
C 39.838 -5.794 -23.753
O 38.975 -5.016 -24.577
H 38.711 -5.420 -21.928
H 40.064 -4.336 -22.189
H 40.416 -5.938 -21.697
H 39.401 -6.768 -23.971
H 40.857 -5.801 -24.139
H 39.318 -5.027 -25.474
C 37.611 -0.245 -18.747
C 37.016 -0.785 -17.412
O 38.076 -0.827 -16.499
H 38.356 -0.971 -19.073
H 38.078 0.726 -18.583
H 36.864 -0.074 -19.522
H 36.553 -1.744 -17.646
H 36.172 -0.198 -17.052
H 37.764 -1.258 -15.700
C 28.186 -8.718 -11.292
C 26.781 -8.546 -11.930
O 26.745 -9.360 -13.088
H 29.045 -8.266 -11.787
H 28.316 -9.751 -10.970
H 28.206 -8.207 -10.329
H 26.510 -7.526 -12.202
H 26.019 -8.784 -11.187
H 27.309 -8.968 -13.758

Atomic partial charges in e from the Löwdin method, atoms 1 to 4: number 1, C, carries -0.154; number 2, O, carries -0.192; number 3, C, carries -0.181; number 4, C, carries -0.222



Record 5
C5H15N5 as an isolated structure, computed with the ωB97M-V functional and the def2-TZVPD basis.

Results
Spin multiplicity: 1
DFT total energy: -12876.4183 eV
HOMO-LUMO gap: 8.4 eV
ΔE to the lowest compared entry with this formula, charge and spin: 270.2 kJ/mol
HOMO: -7.459 eV
E_LUMO: 0.97 eV

Cartesian coordinates (Å):
C -2.396 -0.379 0.633
C -1.047 -2.287 -0.113
N -1.572 -0.966 -0.415
C -0.865 -0.165 -1.224
C -1.005 1.221 -1.319
H -0.121 -0.671 -1.822
H -3.105 0.326 0.199
H -1.768 0.150 1.359
H -2.961 -1.170 1.122
H -0.360 -2.229 0.735
H -0.506 -2.673 -0.976
H -1.869 -2.966 0.116
H -0.560 1.670 -2.198
H -1.969 1.657 -1.082
C 1.512 1.057 0.799
N 2.403 -0.896 -0.038
N 2.810 1.550 0.899
N 0.459 1.899 0.924
N 1.254 -0.181 0.449
H 2.103 -1.501 -0.799
H 2.743 -1.515 0.694
H -0.322 1.673 -0.080
H 0.728 2.874 0.982
H 3.495 0.985 0.418
H 2.920 2.538 0.737

Atomic partial charges in e from the Löwdin method, atoms 1 to 4: number 1, C, carries -0.046; number 2, C, carries -0.071; number 3, N, carries -0.215; number 4, C, carries -0.187